{
  "formula": "C3H7N3O",
  "method": "ωB97M-V/def2-TZVPD",
  "orbital_gap_ev": 9.997,
  "de_lowest_kj_mol": 301.5,
  "smiles": "[H]/N=C/NC(=O)NC",
  "total_energy_ha": -357.9350,
  "lumo_energy_ev": 0.59,
  "species": ["O", "N", "N", "N", "C", "C", "C", "H", "H", "H", "H", "H", "H", "H"],
  "coordinates": [[1.513, -0.121, -0.586], [-0.124, 0.133, 1.027], [-0.678, -0.273, -1.095], [0.213, 0.608, 3.226], [0.345, -0.078, -0.250], [-0.578, -0.469, -2.537], [0.705, 0.457, 2.067], [-0.564, 0.574, -2.958], [-1.622, 0.010, -0.884], [-1.145, -1.385, -1.971], [0.947, 0.851, 3.882], [1.744, 0.554, 1.743], [-1.109, 0.032, 1.235], [0.353, -0.892, -2.899]]
}

---

{
  "formula": "C3H7N3O",
  "method": "ωB97M-V/def2-TZVPD",
  "orbital_gap_ev": 10.281,
  "de_lowest_kj_mol": 451.1,
  "smiles": "N[C@]12CN(CN1)O2",
  "total_energy_ha": -357.8781,
  "lumo_energy_ev": 0.91,
  "species": ["O", "N", "N", "N", "C", "C", "C", "H", "H", "H", "H", "H", "H", "H"],
  "coordinates": [[0.285, 1.107, 1.135], [0.109, -0.995, 0.302], [1.315, 1.077, 0.105], [-1.908, 0.182, 0.162], [1.557, -0.588, 0.310], [0.222, 0.966, -0.954], [-0.512, 0.259, 0.213], [-2.388, 1.104, 0.156], [2.107, -1.006, -0.626], [-2.308, -0.569, 0.846], [0.348, 0.247, -1.717], [2.163, -0.799, 1.234], [-0.270, 1.935, -1.116], [-0.333, -1.520, 1.125]]
}

---

{
  "formula": "C3H7N3O",
  "method": "ωB97M-V/def2-TZVPD",
  "orbital_gap_ev": 10.376,
  "de_lowest_kj_mol": 100.7,
  "smiles": "C/N=C(\\N)C(N)=O",
  "total_energy_ha": -358.0115,
  "lumo_energy_ev": 0.93,
  "species": ["O", "N", "N", "N", "C", "C", "C", "H", "H", "H", "H", "H", "H", "H"],
  "coordinates": [[2.619, 0.745, -0.041], [-0.734, -0.619, -0.099], [1.891, -1.380, -0.031], [0.109, 1.628, 0.050], [1.707, -0.041, -0.029], [-2.202, -0.301, -0.001], [0.171, 0.270, -0.111], [-0.516, 2.166, -0.431], [-2.843, -1.179, 0.043], [2.783, -1.740, 0.177], [0.951, 2.016, 0.241], [1.115, -2.107, 0.067], [-2.533, 0.242, 1.011], [-2.520, 0.301, -0.844]]
}

---

{
  "formula": "C3H7N3O",
  "method": "ωB97M-V/def2-TZVPD",
  "orbital_gap_ev": 10.358,
  "de_lowest_kj_mol": 10.1,
  "smiles": "[H]/N=C/NC(=O)NC",
  "total_energy_ha": -358.0460,
  "lumo_energy_ev": 0.78,
  "species": ["O", "N", "N", "N", "C", "C", "C", "H", "H", "H", "H", "H", "H", "H"],
  "coordinates": [[0.522, -1.589, -0.380], [1.740, 1.816, -2.246], [0.542, 0.687, -0.649], [-0.817, -0.279, 0.928], [1.399, 0.706, -1.730], [-1.365, -1.353, 1.720], [0.106, -0.491, -0.051], [2.365, 1.655, -3.031], [0.233, 1.591, -0.319], [-1.163, 0.652, 1.093], [-2.434, -1.486, 1.524], [-0.848, -2.276, 1.456], [1.699, -0.298, -2.038], [-1.189, -1.138, 2.778]]
}

---

{
  "formula": "C3H7N3O",
  "method": "ωB97M-V/def2-TZVPD",
  "orbital_gap_ev": 9.566,
  "de_lowest_kj_mol": 278.3,
  "total_energy_ha": -357.9439,
  "lumo_energy_ev": 0.93,
  "species": ["O", "N", "N", "N", "C", "C", "C", "H", "H", "H", "H", "H", "H", "H"],
  "coordinates": [[-0.544, -0.142, 2.183], [-0.690, -0.290, -1.629], [1.120, 1.090, 1.495], [-1.948, -1.071, 0.310], [0.113, 0.292, 1.149], [-1.109, -0.592, -0.513], [0.674, -0.044, -1.990], [1.300, 1.329, 2.465], [0.724, 0.735, -2.757], [1.695, 1.517, 0.788], [1.142, -0.948, -2.397], [1.255, 0.269, -1.108], [-2.413, -1.906, -0.025], [-1.300, -0.671, 1.747]]
}

---

{
  "formula": "C3H7N3O2",
  "method": "ωB97M-V/def2-TZVPD",
  "orbital_gap_ev": [7.745, 7.742],
  "de_lowest_kj_mol": 906.0,
  "total_energy_ha": -432.9777,
  "lumo_energy_ev": [-1.02, -1.03],
  "species": ["O", "O", "N", "N", "N", "C", "C", "C", "H", "H", "H", "H", "H", "H", "H"],
  "coordinates": [[1.027, 0.555, 1.922], [1.051, 3.420, 1.547], [-0.608, 0.202, -0.278], [0.581, 1.291, 1.060], [0.500, 2.528, 0.874], [0.242, -0.452, -1.252], [-0.370, -1.799, -0.841], [-0.848, -1.032, 0.401], [0.086, -0.078, -2.267], [0.301, -2.640, -0.694], [-0.163, -1.138, 1.259], [-0.033, 2.762, 0.018], [1.307, -0.398, -1.013], [-1.875, -1.142, 0.752], [-1.198, -2.079, -1.487]]
}

---

{
  "formula": "C3H7N3O2",
  "method": "ωB97M-V/def2-TZVPD",
  "orbital_gap_ev": 9.832,
  "de_lowest_kj_mol": 404.7,
  "smiles": "C/C(=N\\OC=O)NN",
  "total_energy_ha": -433.1686,
  "lumo_energy_ev": 0.82,
  "species": ["O", "O", "N", "N", "N", "C", "C", "C", "H", "H", "H", "H", "H", "H", "H"],
  "coordinates": [[-1.743, 0.444, -0.187], [-3.126, -1.333, 0.140], [1.660, -0.566, -0.214], [-0.652, -0.449, -0.113], [1.725, -1.927, 0.131], [-2.936, -0.168, -0.067], [0.754, 1.649, 0.168], [0.470, 0.128, -0.125], [1.660, -2.415, -0.713], [1.091, 1.810, 1.206], [-3.664, 0.657, -0.200], [0.824, -2.126, 0.566], [2.452, 0.015, -0.027], [1.561, 1.874, -0.559], [-0.078, 2.408, -0.007]]
}

---

{
  "formula": "C3H7N3OS",
  "method": "ωB97M-V/def2-TZVPD",
  "orbital_gap_ev": 8.871,
  "de_lowest_kj_mol": 250.8,
  "smiles": "CN/N=C/NSC=O",
  "total_energy_ha": -756.1388,
  "lumo_energy_ev": 0.75,
  "species": ["S", "O", "N", "N", "N", "C", "C", "C", "H", "H", "H", "H", "H", "H", "H"],
  "coordinates": [[2.154, -0.819, 0.115], [1.666, 1.734, -0.224], [0.594, -0.893, -0.530], [-2.572, 0.354, 0.493], [-1.535, -0.056, -0.314], [-0.497, -0.507, 0.264], [2.431, 0.911, 0.180], [-3.860, 0.135, -0.182], [-4.112, -0.939, -0.325], [-0.436, -0.682, 1.365], [-2.567, -0.090, 1.432], [-3.848, 0.658, -1.134], [3.489, 1.085, 0.543], [-4.662, 0.541, 0.414], [0.492, -0.420, -1.465]]
}